13
Properties=species:S:1:pos:R:3:forces:R:3:lowdin_charge:R:1 method="wB97M-V/def2-TZVPD" homo_energy_ev=-9.43 total_energy_ev=-7787.65795 de_lowest_kcal_mol=276.4 homo_lumo_gap_ha=0.287 charge=0 multiplicity=1
C 0.1327 -1.9964 -0.2407 0.438 -0.273 -0.330 -0.06
C -0.4959 -0.5934 -0.3790 0.052 -0.180 1.948 -0.74
C 1.4512 0.9879 0.6369 -0.901 -0.451 -1.613 -0.07
C 0.2026 1.8076 0.3408 -0.923 -0.380 -1.121 -0.08
H -1.3290 -3.1636 -0.8546 3.167 2.280 1.203 0.24
H 1.5587 -1.8616 -1.1682 -3.611 -0.796 2.611 0.18
H 0.2704 -2.0205 1.6968 -0.002 -0.274 -3.937 0.21
H 1.6691 0.9365 1.6759 0.638 -0.278 0.632 0.09
H 2.2146 0.7972 -0.1239 0.137 0.735 0.531 0.11
H -0.3985 2.2102 1.1516 0.373 0.119 0.183 0.11
H -0.0393 2.2714 -0.6211 0.737 0.224 0.268 0.12
N 0.2014 0.3910 0.2675 -0.068 -0.456 0.507 -0.12
O -1.6374 -0.3927 -0.7222 -0.036 -0.269 -0.883 0.01

18
Properties=species:S:1:pos:R:3:forces:R:3:lowdin_charge:R:1 method="wB97M-V/def2-TZVPD" homo_energy_ev="-13.53 / -13.43" total_energy_ev=-8889.46198 de_lowest_kcal_mol=89.3 homo_lumo_gap_ha="0.302 / 0.156" charge=+1 multiplicity=2 s_squared=0.75
C -0.3343 -0.6326 1.1461 -1.587 -0.283 0.651 -0.18
O -1.5993 -0.8876 1.8994 1.813 0.551 0.177 -0.09
C -0.5457 -0.2217 -0.3433 -1.148 -1.239 -1.624 -0.33
C 0.8305 0.0027 -1.0223 1.325 -1.302 -0.176 -0.12
C 1.7340 1.0942 -0.4592 0.219 -4.035 -2.058 0.01
C 1.3861 2.3426 -0.3235 -2.515 4.161 1.335 0.21
N -1.1983 -1.3152 -1.2015 0.878 1.136 1.234 0.05
H 0.1229 0.2034 1.6207 0.726 0.912 0.507 0.10
H 0.3470 -1.4941 1.2286 -0.323 0.087 -0.201 0.13
H -1.4434 -0.7372 2.8931 -0.107 -0.344 -2.355 0.13
H -1.2162 0.6636 -0.4926 0.590 -0.521 0.655 0.16
H 0.7892 0.1989 -2.1794 -0.274 0.277 1.738 0.21
H 1.3406 -1.0282 -1.0535 -0.287 1.612 0.389 0.15
H 2.8081 1.0150 -0.3620 0.443 -0.980 0.072 0.16
H 1.8216 2.9785 0.4325 0.545 0.137 0.079 0.13
H 0.5090 2.8117 -0.7701 0.084 -0.189 -0.412 0.14
H -1.8334 -1.8304 -0.6025 -0.272 0.036 -0.048 0.08
H -0.4857 -1.9844 -1.4855 -0.110 -0.014 0.037 0.07